1.
Below is a 2-piece molecular cluster, C5H15NO overall, with properties calculated with ωB97M-V/def2-TZVPD.

Last column: Mulliken spin population.
Positions of all 22 atoms, in Å:
H (-3.16, -0.51, 3.85)  0.000
C (0.68, -1.40, -2.27)  0.008
C (1.00, -1.46, -0.75)  0.008
N (0.13, 0.90, -0.48)  0.779
H (1.15, -0.50, -2.63)  0.000
H (1.44, 2.59, -0.53)  0.004
O (-2.32, -0.96, 3.66)  0.002
H (1.90, -2.03, -0.53)  -0.003
H (0.64, 2.18, 1.02)  0.042
H (-1.44, -0.42, -0.43)  0.009
C (-1.12, 0.45, 0.06)  0.024
H (-1.03, 0.19, 1.12)  0.039
H (-0.38, -1.28, -2.42)  -0.002
H (-0.28, 2.93, -0.35)  0.004
C (1.25, -0.06, -0.22)  0.025
H (-1.93, 1.17, -0.04)  0.003
C (0.53, 2.26, -0.06)  0.019
H (1.35, -0.13, 0.87)  0.032
H (0.22, -1.88, -0.14)  0.003
H (0.97, -2.33, -2.75)  0.000
H (2.14, 0.46, -0.57)  0.004
H (-1.76, -0.18, 3.61)  0.000

Its charge is +1. As for the HOMO energy (alpha / beta): -14.65 / -14.64 eV. Its orbital gap (alpha / beta) is 11.73 / 6.97 eV. The multiplicity is 2.

***

2.
Below is a 2-piece molecular cluster, C5H15NO overall, with properties calculated with ωB97M-V/def2-TZVPD.

Last column: Mulliken spin population.
Positions of all 22 atoms, in Å:
C (-1.72, 1.23, -1.29)  0.000
C (0.41, -1.50, 0.19)  0.021
H (-0.63, -3.37, 0.44)  -0.004
N (-0.56, -0.43, 0.27)  0.760
H (-0.50, -2.40, 2.01)  0.001
H (-1.29, 2.01, -1.92)  0.000
H (0.54, -2.02, -0.81)  0.001
H (2.24, 3.17, -0.61)  0.000
O (2.74, 2.78, 0.11)  0.002
H (-2.16, 1.70, -0.39)  0.000
C (-0.83, 0.03, -1.13)  0.013
H (0.16, 0.04, -1.67)  0.042
H (-0.32, 0.41, 2.32)  0.011
H (0.83, 0.70, 0.87)  0.044
C (-0.16, 0.54, 1.28)  0.030
C (-0.04, -2.69, 1.08)  0.051
H (3.65, 2.69, -0.18)  0.000
H (-1.30, -0.87, -1.55)  0.026
H (1.43, -1.19, 0.37)  -0.002
H (-2.73, 1.00, -1.70)  0.000
H (0.87, -3.32, 1.36)  0.000
H (-0.64, 1.50, 0.94)  0.004

Its charge is +1. As for the HOMO energy (alpha / beta): -14.79 / -14.79 eV. Its orbital gap (alpha / beta) is 12.11 / 7.53 eV. The multiplicity is 2.

***

3.
Below is a 3-piece molecular cluster, C5H15NO2 overall, with properties calculated with ωB97M-V/def2-TZVPD.

Last column: Mulliken spin population.
Positions of all 23 atoms, in Å:
H (2.30, 0.19, -0.81)  -0.238
C (-0.93, 1.09, -0.98)  0.377
C (0.46, -1.07, 1.76)  0.093
C (0.60, 1.47, -1.13)  0.054
C (1.39, 0.53, -0.16)  0.298
H (0.75, 1.35, -2.19)  -0.125
H (-1.42, 1.96, -0.46)  -0.002
H (-1.55, 2.74, 1.73)  -0.007
H (0.84, 2.41, -0.74)  -0.005
H (2.04, 0.92, 0.68)  0.087
H (1.25, -1.76, 1.97)  -0.287
H (0.01, -3.62, -1.73)  -0.283
H (0.62, -0.26, 2.55)  0.014
H (-2.14, 1.41, 2.17)  0.001
N (-0.92, -0.04, 0.08)  -0.060
H (0.73, -1.40, -0.29)  0.715
H (-0.58, -1.63, 2.09)  0.047
C (0.40, -0.57, 0.35)  -0.289
H (-1.47, -0.84, -0.21)  -0.140
H (-1.42, 0.91, -1.89)  -0.094
O (-2.14, 2.31, 2.40)  -0.028
H (1.00, -3.17, -2.79)  -0.438
O (0.19, -2.91, -2.39)  1.309

Its charge is -1. As for the HOMO energy (alpha / beta): 0.87 / -5.66 eV. Its orbital gap (alpha / beta) is 2.61 / 8.99 eV. The multiplicity is 2.

***

4.
Below is a 2-piece molecular cluster, C5H15NO2 overall, with properties calculated with ωB97M-V/def2-TZVPD.

Last column: Mulliken spin population.
Positions of all 23 atoms, in Å:
N (1.02, -0.04, -1.78)  -0.206
H (0.73, 1.30, -3.33)  -0.023
H (2.88, -0.62, -0.97)  0.001
C (-1.42, 0.43, 1.23)  0.852
H (-1.93, -0.32, 1.89)  -0.257
H (-0.61, 1.15, -1.17)  -0.009
H (-0.67, -1.33, -0.14)  -0.115
C (0.58, 0.19, -3.17)  0.113
O (-1.81, -1.51, 6.25)  1.097
H (0.42, -0.84, 1.03)  -0.221
H (3.02, -0.28, -2.63)  0.000
H (1.24, -0.26, -3.83)  -0.018
H (2.72, 1.24, -1.62)  -0.035
H (-0.81, -1.46, 6.43)  -0.273
H (-1.90, -1.82, 5.41)  -0.340
H (0.81, 1.41, -0.24)  0.002
H (-1.07, 1.38, 1.83)  -0.196
C (0.27, 0.60, -0.71)  -0.109
H (-2.90, 0.19, -0.10)  0.134
H (-0.40, -0.05, -3.41)  0.041
C (-0.26, -0.36, 0.37)  0.801
C (2.52, 0.12, -1.68)  0.150
O (-2.44, 0.90, 0.33)  -0.388

Its charge is -1. As for the HOMO energy (alpha / beta): 1.13 / -5.60 eV. Its orbital gap (alpha / beta) is 2.08 / 8.68 eV. The multiplicity is 2.

***

5.
Below is a 3-piece molecular cluster, C5H15NO2 overall, with properties calculated with ωB97M-V/def2-TZVPD.

Last column: Mulliken spin population.
Positions of all 23 atoms, in Å:
H (0.06, -0.81, -1.64)  -0.288
H (1.30, 0.80, -1.61)  0.214
H (-0.30, 1.64, 1.54)  -0.056
H (-2.44, -2.51, 1.43)  0.012
H (0.70, 1.72, 0.02)  -0.006
C (1.22, 0.07, 1.29)  0.181
C (-1.36, 1.25, -1.05)  0.927
H (-1.05, -1.54, -0.30)  -0.021
H (-2.31, 1.91, -0.78)  -0.014
H (0.92, -2.07, 0.97)  -0.051
C (-0.18, -0.83, -0.48)  0.749
H (-1.88, 0.68, -1.87)  0.239
C (0.20, 1.02, 0.79)  0.590
O (-2.45, -1.75, 1.94)  -0.010
O (2.21, 0.55, -1.58)  -0.670
H (-0.72, 1.94, -1.61)  -0.292
N (-0.82, 0.36, 0.02)  -1.075
H (2.22, 0.65, 1.30)  -0.145
C (1.08, -1.20, 0.43)  0.478
H (2.67, 0.70, -2.46)  0.245
H (-1.99, -1.05, 1.59)  0.014
H (0.98, -0.32, 2.31)  -0.017
H (1.94, -1.23, -0.27)  -0.004

Its charge is -1. As for the HOMO energy (alpha / beta): 0.86 / -5.41 eV. Its orbital gap (alpha / beta) is 2.79 / 8.87 eV. The multiplicity is 2.

***

6.
Below is a 2-piece molecular cluster, C5H15NO2 overall, with properties calculated with ωB97M-V/def2-TZVPD.

Last column: natural (NBO) charge in e.
Positions of all 23 atoms, in Å:
H (2.31, -1.76, -0.57)  0.220
H (1.15, 1.69, 1.85)  0.207
C (1.35, -1.48, -1.00)  -0.647
O (-1.22, -2.52, 0.90)  -0.721
O (-3.35, 1.23, 1.00)  -0.944
H (-1.81, -0.78, -0.15)  0.177
H (0.97, -2.37, -1.51)  0.203
H (2.10, 0.88, -0.25)  0.175
H (-3.26, 0.32, 1.29)  0.470
H (0.57, -0.88, 0.96)  0.207
C (1.07, 2.31, 0.97)  -0.609
N (0.02, 0.57, -0.41)  -0.648
H (-0.39, 0.62, -1.34)  0.354
H (1.26, 2.10, -1.19)  0.192
H (-0.98, -3.38, 0.55)  0.470
H (-1.13, -2.15, -1.10)  0.158
C (1.17, 1.47, -0.30)  -0.223
C (0.28, -0.84, -0.09)  -0.085
H (1.88, 3.06, 1.04)  0.204
H (-2.61, 1.40, 0.41)  0.475
H (1.57, -0.81, -1.83)  0.212
H (0.14, 2.89, 0.95)  0.209
C (-1.07, -1.57, -0.17)  -0.057

Its charge is 0. As for the HOMO energy: -9.14 eV. The structure (SMILES) is CCN[C@H](C)CO.O. Its orbital gap is 9.90 eV. The multiplicity is 1.

***

7.
Below is a 3-piece molecular cluster, C5H15NO2 overall, with properties calculated with ωB97M-V/def2-TZVPD.

Last column: natural (NBO) charge in e.
Positions of all 23 atoms, in Å:
H (0.08, 2.58, -1.97)  0.227
H (0.77, -2.70, -0.37)  0.225
H (1.42, 3.47, -2.47)  0.210
H (-4.54, -2.07, 3.32)  0.487
H (-3.40, -1.85, 2.26)  0.483
H (3.03, 2.31, -1.27)  0.188
H (-5.00, -0.97, 1.00)  0.489
C (1.71, 1.04, -0.27)  -0.037
H (1.94, -2.06, -1.48)  0.204
C (2.00, 2.12, -1.00)  -0.248
O (-5.62, -0.50, 0.41)  -0.967
H (1.92, -1.43, 1.46)  0.185
H (0.72, -1.00, -0.86)  0.211
H (3.29, -1.75, 0.35)  0.192
H (3.50, 0.29, -0.31)  0.351
C (1.39, -1.84, -0.57)  -0.644
O (-4.34, -2.03, 2.38)  -0.955
H (-6.48, -0.55, 0.79)  0.462
N (2.73, 0.21, 0.35)  -0.597
C (0.95, 3.08, -1.54)  -0.649
H (0.75, 0.92, 0.22)  0.186
C (2.31, -1.22, 0.45)  -0.226
H (0.88, 3.95, -0.87)  0.221

Its charge is 0. As for the HOMO energy: -8.23 eV. The structure (SMILES) is C/C=C/NCC.O.O. Its orbital gap is 8.59 eV. The multiplicity is 1.

***

8.
Below is a 3-piece molecular cluster, C5H15NO2 overall, with properties calculated with ωB97M-V/def2-TZVPD.

Last column: natural (NBO) charge in e.
Positions of all 23 atoms, in Å:
N (1.52, 0.13, -0.69)  -0.640
C (0.13, -0.21, -0.89)  -0.209
O (2.00, 3.35, -1.06)  -0.948
C (-1.70, -1.93, -0.86)  -0.172
H (-1.33, 2.84, 2.48)  0.478
H (2.36, 2.49, -0.82)  0.478
H (-2.11, -1.25, -1.60)  0.193
H (0.44, -2.38, -0.84)  0.208
H (-3.47, -3.06, -0.58)  0.200
C (1.80, 0.64, 0.66)  -0.438
H (1.31, 0.02, 1.41)  0.178
H (2.84, 0.81, 0.89)  0.203
H (1.75, 3.27, -1.98)  0.469
H (-2.21, 1.62, 2.99)  0.477
H (-0.45, 0.47, -0.25)  0.199
H (1.37, 1.64, 0.74)  0.202
H (-0.13, -1.75, 0.60)  0.210
H (2.13, -0.65, -0.85)  0.352
H (-2.03, -3.50, 0.47)  0.188
O (-1.33, 1.98, 2.86)  -0.954
H (-0.18, -0.04, -1.92)  0.184
C (-2.45, -2.85, -0.28)  -0.388
C (-0.28, -1.64, -0.49)  -0.469

Its charge is 0. As for the HOMO energy: -8.89 eV. The structure (SMILES) is C=CCCNC.O.O. Its orbital gap is 9.72 eV. The multiplicity is 1.

***

9.
Below is a 2-piece molecular cluster, C5H15NO2 overall, with properties calculated with ωB97M-V/def2-TZVPD.

Last column: natural (NBO) charge in e.
Positions of all 23 atoms, in Å:
H (1.72, 0.97, -1.31)  0.202
H (0.06, -0.51, -1.95)  0.200
H (-2.36, 1.51, -0.36)  0.484
C (2.63, -0.15, 1.01)  -0.632
C (0.19, -0.44, -0.90)  -0.229
H (-1.11, 2.35, 0.06)  0.460
C (0.95, 0.92, -0.52)  -0.396
C (-1.98, -1.66, -0.72)  0.090
H (2.37, -1.20, 1.03)  0.214
H (3.24, 0.09, 0.13)  0.203
H (1.93, 1.99, 1.02)  0.219
C (1.57, 0.97, 0.88)  -0.412
H (-3.50, -1.31, 0.48)  0.463
H (0.73, 0.90, 1.70)  0.203
H (3.36, 0.02, 1.84)  0.219
H (-2.39, -1.49, -1.73)  0.159
O (-2.03, 2.13, 0.32)  -0.948
O (-3.02, -2.07, 0.28)  -0.724
N (-1.25, -0.47, -0.20)  -0.661
H (-1.06, -0.70, 0.78)  0.363
H (-1.28, -2.55, -0.77)  0.145
H (0.83, -1.20, -0.40)  0.191
H (0.41, 1.89, -0.67)  0.186

Its charge is 0. As for the HOMO energy: -9.41 eV. The structure (SMILES) is CCCCNCO.O. Its orbital gap is 10.27 eV. The multiplicity is 1.

***

10.
Below is a 3-piece molecular cluster, C5H15NO2 overall, with properties calculated with ωB97M-V/def2-TZVPD.

Last column: natural (NBO) charge in e.
Positions of all 23 atoms, in Å:
H (2.38, 1.01, 2.00)  0.465
H (-1.08, -1.66, 0.87)  0.153
C (0.11, 0.43, -0.38)  -0.214
N (-0.05, -0.59, 2.44)  -0.875
C (-0.08, -1.42, 1.26)  -0.213
H (-2.80, -0.54, -1.74)  0.466
C (0.04, 0.79, -1.66)  -0.148
H (0.25, -2.41, 1.60)  0.194
H (-1.72, -1.53, -1.88)  0.464
H (1.79, -0.78, 0.24)  0.235
H (-1.05, 2.06, -3.00)  0.219
C (-0.58, 2.11, -2.00)  -0.652
H (-0.17, 1.13, 0.40)  0.169
H (0.32, -0.01, -2.33)  0.201
O (-2.08, -0.76, -2.35)  -0.923
H (0.73, -1.51, -0.84)  0.205
H (-1.44, 2.31, -1.36)  0.214
H (2.36, -0.24, 2.79)  0.475
H (0.14, 2.92, -2.10)  0.220
O (2.97, 0.33, 2.33)  -0.943
H (-0.58, 0.25, 2.27)  0.364
H (-0.18, -1.00, 3.35)  0.382
C (0.71, -0.90, 0.08)  -0.460

Its charge is 0. As for the HOMO energy: -8.91 eV. The structure (SMILES) is C/C=C/CCN.O.O. Its orbital gap is 9.56 eV. The multiplicity is 1.

***

11.
Below is a 2-piece molecular cluster, C5H15NO2 overall, with properties calculated with ωB97M-V/def2-TZVPD.

Last column: natural (NBO) charge in e.
Positions of all 23 atoms, in Å:
H (-0.54, -0.91, -1.46)  0.368
H (-1.14, -0.19, 2.08)  0.222
H (2.16, -1.36, -0.38)  0.160
H (-0.07, 1.30, -1.53)  0.212
O (1.49, 2.57, 0.99)  -0.737
H (0.85, 0.15, 1.03)  0.203
H (1.64, 3.60, 0.90)  0.464
C (1.06, -1.79, -0.74)  -0.396
O (-2.54, -3.80, -0.06)  -0.955
H (1.35, -2.26, -1.68)  0.213
H (-1.64, 1.39, 1.25)  0.220
C (0.17, 1.66, -0.55)  -0.420
C (1.56, 2.16, -0.38)  -0.093
H (-2.23, -0.16, 0.57)  0.200
H (2.33, 1.36, -0.17)  0.192
H (-3.34, -4.35, 0.25)  0.478
C (-1.36, 0.31, 1.09)  -0.637
H (2.02, 2.94, -1.04)  0.180
N (0.19, -0.63, -0.81)  -0.687
H (-0.73, 2.28, -0.25)  0.196
H (0.81, -2.57, 0.09)  0.170
H (-2.65, -2.84, 0.30)  0.478
C (-0.06, 0.29, 0.28)  -0.028

Its charge is 0. As for the HOMO energy: -8.01 eV. The structure (SMILES) is CN[C@H](C)CCO.O. Its orbital gap is 8.75 eV. The multiplicity is 1.

***

12.
Below is a 2-piece molecular cluster, C5H15NO2 overall, with properties calculated with ωB97M-V/def2-TZVPD.

Last column: natural (NBO) charge in e.
Positions of all 23 atoms, in Å:
H (0.24, -1.55, -1.86)  0.189
H (0.60, 1.20, 1.36)  0.199
H (-0.02, -1.24, -0.21)  0.173
H (0.11, -1.36, 1.63)  0.479
C (2.03, 0.09, 0.16)  -0.215
H (1.14, 0.97, -1.56)  0.352
H (1.84, -0.88, 0.62)  0.185
H (-1.22, 1.41, 0.15)  0.178
H (3.10, 0.04, -0.06)  0.194
H (-0.75, -2.33, 2.66)  0.487
C (0.05, -0.73, -1.16)  -0.215
H (-3.26, -0.54, 0.01)  0.468
H (2.22, 1.04, 2.04)  0.217
H (1.91, 2.20, 0.74)  0.205
H (-2.61, 1.49, -0.91)  0.156
O (-2.55, -0.07, 0.44)  -0.724
H (-0.93, 0.74, -2.41)  0.210
C (-1.89, 0.80, -0.44)  -0.058
H (-1.91, -0.64, -1.96)  0.201
C (-1.17, 0.07, -1.58)  -0.441
O (0.11, -2.00, 2.36)  -0.966
C (1.65, 1.22, 1.12)  -0.629
N (1.32, 0.07, -1.14)  -0.643

Its charge is 0. As for the HOMO energy: -8.54 eV. The structure (SMILES) is CCNCCCO.O. Its orbital gap is 9.31 eV. The multiplicity is 1.